(w)
Below is 7 unconnected molecules or ions with the total composition C24H34BN6, with properties calculated with wB97M-V/def2-TZVPD.

Structure (XYZ):
```
65
Properties=species:S:1:pos:R:3
B 0.651 -1.061 0.073
H 1.202 -2.097 0.471
H -0.196 -0.770 0.898
H 1.637 -0.347 0.198
H 0.289 -1.213 -0.941
N -0.033 3.254 -2.248
C -0.657 4.472 -2.418
C -1.009 4.972 -1.097
C -0.474 4.035 -0.127
C 0.044 2.951 -0.943
H 0.300 2.600 -2.789
H -0.887 4.791 -3.413
H -1.441 5.874 -0.836
H -0.388 4.119 0.930
H 0.490 2.030 -0.859
N 2.959 -1.681 -2.193
C 2.740 -2.651 -3.178
C 4.120 -2.905 -3.959
C 4.995 -1.936 -3.260
C 4.219 -1.133 -2.122
H 2.133 -1.312 -1.452
H 1.802 -3.309 -3.307
H 4.338 -3.497 -4.768
H 6.063 -1.730 -3.286
H 4.557 -0.366 -1.453
N -1.592 -2.776 2.923
C -3.011 -2.780 2.993
C -3.464 -3.818 4.093
C -2.070 -4.370 4.549
C -0.984 -3.694 3.837
H -1.272 -2.175 2.201
H -3.596 -2.036 2.396
H -4.348 -3.972 4.549
H -1.793 -5.087 5.408
H 0.128 -3.768 3.887
N 2.528 -0.628 3.055
C 2.348 -0.513 4.455
C 3.685 -0.014 5.050
C 4.582 0.226 3.800
C 3.712 -0.135 2.650
H 1.732 -0.791 2.424
H 1.457 -0.886 5.026
H 3.858 0.158 6.177
H 5.601 0.648 3.910
H 4.083 -0.003 1.612
N -4.942 -0.103 1.047
C -3.481 0.090 0.756
C -3.068 1.374 1.397
C -4.287 1.839 2.177
C -5.459 0.878 2.059
H -5.373 -0.789 0.610
H -2.973 -0.599 0.116
H -2.150 1.757 1.491
H -4.357 2.858 2.887
H -6.477 0.728 2.353
N 0.469 1.299 -4.778
C -0.431 0.737 -3.938
C -1.757 1.310 -4.265
C -1.540 2.154 -5.460
C -0.111 2.204 -5.703
H 1.455 1.014 -4.864
H -0.230 0.085 -3.009
H -2.546 1.219 -3.466
H -2.233 2.756 -5.962
H 0.466 2.525 -6.393
```

Output
E_LUMO	2.7	eV
highest occupied orbital energy	-5.1	eV
total charge	-1

***

(x)
Below is 7 unconnected molecules or ions with the total composition C24H34BN6, with properties calculated with wB97M-V/def2-TZVPD.

Structure (XYZ):
```
65
Properties=species:S:1:pos:R:3
B -0.173 -1.001 1.316
H 0.328 -1.823 0.666
H -1.337 -0.750 0.672
H -0.459 -1.523 2.452
H 0.540 -0.030 1.279
N 4.807 -1.123 3.188
C 3.908 -0.647 2.291
C 3.962 0.997 2.411
C 5.043 1.311 3.383
C 5.573 -0.071 3.915
H 4.873 -2.139 3.439
H 3.194 -1.003 1.706
H 3.381 1.813 1.994
H 5.361 2.360 3.605
H 6.223 -0.408 4.564
N -1.024 -2.893 -1.723
C -1.077 -4.259 -2.002
C -0.905 -4.361 -3.601
C -0.829 -2.902 -4.055
C -0.927 -1.963 -2.884
H -1.046 -2.484 -0.745
H -1.384 -5.112 -1.273
H -0.841 -5.161 -4.133
H -0.700 -2.441 -4.931
H -0.731 -1.003 -2.674
N -2.478 -3.910 2.330
C -2.902 -4.957 1.641
C -3.702 -5.886 2.623
C -3.745 -5.125 3.947
C -2.815 -3.857 3.651
H -1.794 -3.244 2.283
H -2.565 -5.064 0.469
H -4.197 -6.894 2.590
H -4.127 -5.345 5.004
H -2.511 -3.028 4.314
N -1.703 4.232 0.123
C -2.142 5.491 0.551
C -1.868 5.475 1.991
C -1.222 4.236 2.429
C -1.199 3.471 1.207
H -1.779 3.893 -0.877
H -2.628 6.175 -0.119
H -2.008 6.436 2.580
H -0.762 3.788 3.303
H -0.687 2.659 0.948
N 2.120 0.174 -1.336
C 2.196 -0.204 -2.654
C 2.700 1.038 -3.400
C 2.938 2.094 -2.326
C 2.543 1.464 -0.981
H 1.568 -0.375 -0.650
H 1.779 -1.036 -3.221
H 2.930 0.986 -4.425
H 3.252 3.028 -2.341
H 2.532 1.925 0.081
N -0.285 2.412 -2.643
C -1.529 1.960 -2.083
C -2.608 2.722 -2.660
C -1.965 3.840 -3.561
C -0.505 3.514 -3.395
H 0.645 1.857 -2.402
H -1.386 1.300 -1.408
H -3.659 2.776 -2.514
H -2.544 4.532 -4.179
H 0.357 4.084 -3.754
```

Output
E_LUMO	2.8	eV
highest occupied orbital energy	-5.5	eV
total charge	-1

***

Which structure loses on stability? (x) does.

***

(w)
Below is a molecular structure, C48H41IN3O3PSn, with properties calculated with wB97M-V/def2-TZVPD.

Structure (XYZ):
```
98
Properties=species:S:1:pos:R:3
Sn -3.033 -11.729 17.998
O -8.209 -7.592 21.793
C -7.904 -8.682 22.288
O -8.355 -9.345 23.217
C -6.701 -9.355 21.519
C -6.539 -10.732 21.577
C -5.464 -11.310 20.890
N -4.613 -10.573 20.164
C -4.782 -9.261 20.095
C -5.816 -8.602 20.774
C -3.803 -8.495 19.288
C -3.654 -7.136 19.485
C -2.864 -6.395 18.629
C -2.191 -7.022 17.589
C -2.316 -8.419 17.507
N -3.106 -9.131 18.313
C -5.202 -12.786 20.975
C -6.211 -13.692 21.245
C -5.928 -15.023 21.448
C -4.601 -15.432 21.307
C -3.644 -14.466 20.985
N -3.929 -13.163 20.847
H -7.179 -11.345 22.218
H -5.957 -7.533 20.682
H -4.199 -6.625 20.256
H -2.765 -5.336 18.727
H -1.535 -6.512 16.898
H -1.753 -8.971 16.759
H -7.229 -13.342 21.317
H -6.683 -15.742 21.695
H -4.325 -16.484 21.404
H -2.611 -14.774 20.794
I -4.032 -14.842 17.389
C -2.759 -14.893 15.647
C -2.757 -16.012 14.875
C -1.940 -16.092 13.753
C -1.150 -15.041 13.415
C -1.160 -13.848 14.150
C -0.357 -12.742 13.746
C -0.315 -11.581 14.455
C -1.141 -11.489 15.588
C -1.985 -12.483 16.030
C -1.987 -13.722 15.307
H -3.303 -16.875 15.183
H -1.956 -16.972 13.126
H -0.497 -15.086 12.559
H 0.282 -12.845 12.869
H 0.280 -10.740 14.150
H -1.091 -10.564 16.152
C -4.688 -10.109 11.774
C -5.529 -9.222 12.395
C -5.814 -9.328 13.760
C -5.194 -10.321 14.521
C -4.321 -11.203 13.896
C -4.077 -11.111 12.531
P -5.445 -10.610 16.306
C -6.229 -9.072 16.976
C -5.664 -7.853 16.627
C -6.221 -6.682 17.089
C -7.341 -6.722 17.917
C -7.880 -7.961 18.294
C -7.328 -9.121 17.805
C -6.858 -11.728 16.314
C -7.065 -12.502 17.456
C -8.182 -13.318 17.539
C -9.093 -13.387 16.489
C -8.883 -12.600 15.359
C -7.776 -11.774 15.270
H -4.465 -10.010 10.729
H -5.988 -8.409 11.803
H -6.486 -8.617 14.202
H -3.827 -11.962 14.491
H -3.426 -11.828 12.030
H -4.781 -7.829 15.974
H -5.770 -5.744 16.824
H -7.815 -5.816 18.274
H -8.705 -7.994 18.995
H -7.726 -10.090 18.115
H -6.404 -12.438 18.304
H -8.349 -13.942 18.410
H -9.983 -14.012 16.563
H -9.590 -12.571 14.535
H -7.638 -11.170 14.376
C -1.286 -10.279 20.994
C -0.546 -11.601 21.047
O -0.320 -12.069 19.734
C 0.325 -13.308 19.709
C 0.104 -13.955 18.386
H -1.483 -9.966 22.030
H -2.237 -10.394 20.480
H -0.655 -9.532 20.504
H -1.120 -12.355 21.636
H 0.415 -11.501 21.586
H -0.131 -13.948 20.488
H 1.366 -13.191 19.972
H -0.909 -14.275 18.241
H 0.720 -14.861 18.308
H 0.381 -13.269 17.573
```

Output
E_LUMO	-0.5	eV
highest occupied orbital energy	-7.4	eV
total charge	0

***

(x)
Below is a molecular structure, C48H41IN3O3PSn, with properties calculated with wB97M-V/def2-TZVPD.

Structure (XYZ):
```
98
Properties=species:S:1:pos:R:3
Sn 2.953 -20.150 -6.291
O 7.199 -14.886 -6.222
C 7.742 -15.984 -6.297
O 8.876 -16.350 -6.054
C 6.811 -17.111 -6.817
C 7.186 -18.463 -6.776
C 6.242 -19.427 -7.089
N 5.018 -19.090 -7.502
C 4.697 -17.804 -7.684
C 5.553 -16.779 -7.317
C 3.350 -17.618 -8.286
C 2.941 -16.385 -8.783
C 1.716 -16.290 -9.433
C 0.893 -17.408 -9.493
C 1.352 -18.576 -8.907
N 2.549 -18.695 -8.339
C 6.521 -20.899 -6.995
C 7.800 -21.395 -6.716
C 7.958 -22.760 -6.542
C 6.841 -23.592 -6.612
C 5.618 -23.007 -6.889
N 5.460 -21.711 -7.101
H 8.191 -18.646 -6.428
H 5.318 -15.715 -7.364
H 3.583 -15.528 -8.712
H 1.430 -15.353 -9.900
H -0.070 -17.369 -9.973
H 0.725 -19.458 -8.878
H 8.661 -20.754 -6.639
H 8.957 -23.178 -6.343
H 6.911 -24.661 -6.445
H 4.731 -23.615 -7.003
I 0.697 -21.977 -7.102
C -0.689 -20.685 -6.256
C -1.962 -21.151 -6.165
C -2.980 -20.301 -5.689
C -2.667 -19.000 -5.411
C -1.347 -18.496 -5.568
C -1.047 -17.140 -5.356
C 0.231 -16.669 -5.468
C 1.277 -17.575 -5.727
C 1.063 -18.906 -5.974
C -0.275 -19.367 -5.954
H -2.186 -22.150 -6.468
H -4.003 -20.649 -5.627
H -3.413 -18.278 -5.098
H -1.873 -16.476 -5.099
H 0.458 -15.616 -5.317
H 2.284 -17.184 -5.763
C 6.845 -24.582 -2.316
C 6.407 -25.620 -3.123
C 5.244 -25.488 -3.875
C 4.544 -24.285 -3.863
C 5.028 -23.218 -3.097
C 6.156 -23.370 -2.310
P 2.989 -23.930 -4.769
C 2.573 -25.431 -5.741
C 3.484 -26.073 -6.580
C 3.089 -27.115 -7.412
C 1.770 -27.531 -7.450
C 0.835 -26.869 -6.655
C 1.214 -25.811 -5.837
C 1.815 -24.085 -3.379
C 1.181 -22.943 -2.921
C 0.395 -22.988 -1.777
C 0.241 -24.193 -1.105
C 0.869 -25.348 -1.556
C 1.669 -25.295 -2.682
H 7.711 -24.703 -1.685
H 6.923 -26.577 -3.140
H 4.906 -26.340 -4.452
H 4.521 -22.272 -3.110
H 6.481 -22.546 -1.694
H 4.521 -25.749 -6.581
H 3.845 -27.597 -8.017
H 1.486 -28.373 -8.072
H -0.216 -27.142 -6.709
H 0.468 -25.321 -5.237
H 1.343 -22.011 -3.452
H -0.137 -22.121 -1.410
H -0.367 -24.235 -0.197
H 0.790 -26.289 -1.020
H 2.171 -26.185 -3.041
C 5.601 -19.507 -3.899
C 4.694 -19.219 -2.747
O 3.342 -19.353 -3.190
C 2.456 -19.146 -2.095
C 1.022 -19.160 -2.572
H 6.654 -19.400 -3.616
H 5.414 -18.804 -4.718
H 5.454 -20.531 -4.264
H 4.825 -18.197 -2.397
H 4.867 -19.891 -1.899
H 2.679 -18.206 -1.597
H 2.596 -19.946 -1.362
H 0.822 -18.274 -3.182
H 0.358 -19.156 -1.716
H 0.824 -20.032 -3.184
```

Output
E_LUMO	-0.5	eV
highest occupied orbital energy	-7.6	eV
total charge	0

***

Which structure loses on stability? (x) does.

***

(w)
Below is a molecular structure, C10H8F18O19S6Zr, with properties calculated with wB97M-V/def2-TZVPD.

Structure (XYZ):
```
62
Properties=species:S:1:pos:R:3
Zr 0.066 0.322 0.012
C -3.984 1.915 -1.565
F -3.084 2.881 -1.378
F -5.170 2.318 -1.005
F -4.047 1.551 -2.811
S -3.452 0.360 -0.534
O -1.991 0.386 -0.518
O -3.970 0.486 0.871
O -3.905 -0.881 -1.208
C -0.778 -2.767 3.402
F -1.596 -3.423 4.219
F -0.243 -1.792 4.080
F 0.151 -3.525 2.809
S -1.812 -1.924 1.964
O -2.579 -2.851 1.139
O -2.710 -0.927 2.607
O -0.819 -1.121 1.205
C -0.343 2.356 -3.895
F 0.391 2.786 -4.860
F -1.378 3.223 -3.707
F -0.767 1.131 -4.134
S 0.612 2.322 -2.265
O -0.270 2.269 -1.086
O 0.950 0.922 -1.968
O 1.720 3.301 -2.257
C -1.598 4.150 2.017
F -1.922 4.950 3.006
F -2.512 4.249 1.073
F -0.339 4.583 1.640
S -1.435 2.282 2.610
O -0.512 2.093 3.709
O -2.800 1.801 2.916
O -0.936 1.604 1.393
C 2.836 2.525 2.901
F 4.049 3.060 2.639
F 2.934 2.032 4.163
F 1.947 3.445 2.812
S 2.476 1.092 1.653
O 1.942 1.628 0.411
O 3.645 0.229 1.596
O 1.212 0.419 1.975
C -0.918 -2.462 -3.907
F -1.872 -1.567 -4.214
F -1.262 -3.693 -4.424
F 0.362 -2.161 -4.388
S -0.837 -2.596 -2.011
O -0.444 -1.320 -1.345
O -2.147 -3.025 -1.589
O 0.135 -3.621 -1.607
C 3.864 -2.205 -0.412
C 2.901 -3.260 0.039
C 1.784 -2.346 0.691
O 1.735 -1.139 -0.133
C 2.889 -1.163 -0.994
H 4.534 -2.539 -1.205
H 4.437 -1.817 0.430
H 3.374 -3.937 0.751
H 2.487 -3.887 -0.751
H 2.076 -2.148 1.722
H 0.834 -2.876 0.763
H 3.417 -0.210 -1.034
H 2.672 -1.488 -2.012
```

Output
E_LUMO	4.1	eV
highest occupied orbital energy	-3.7	eV
total charge	-2

***

(x)
Below is a molecular structure, C10H8F18O19S6Zr, with properties calculated with wB97M-V/def2-TZVPD.

Structure (XYZ):
```
62
Properties=species:S:1:pos:R:3
Zr 0.010 -0.240 0.688
C 7.222 -1.776 0.622
F 8.435 -1.376 0.982
F 7.343 -2.860 -0.179
F 6.445 -2.133 1.686
S 6.208 -0.379 -0.237
O 4.785 -0.625 -0.042
O 6.517 0.950 0.322
O 6.593 -0.462 -1.672
C 0.348 6.490 -2.865
F 1.009 7.467 -3.448
F -0.188 6.954 -1.694
F -0.573 5.969 -3.589
S 1.652 5.045 -2.405
O 2.257 4.523 -3.657
O 2.674 5.676 -1.518
O 0.853 3.999 -1.747
C 2.143 -6.495 1.419
F 3.056 -6.905 2.348
F 2.758 -5.959 0.348
F 1.347 -7.446 1.000
S 1.016 -5.180 2.168
O 1.599 -3.896 2.424
O 0.187 -4.537 1.132
O 0.287 -5.678 3.310
C 3.695 1.850 6.471
F 2.648 1.200 7.016
F 4.299 2.667 7.326
F 4.650 0.991 5.984
S 3.078 2.995 5.066
O 1.956 3.805 5.582
O 4.244 3.739 4.574
O 2.551 2.103 4.038
C -3.888 2.477 5.809
F -3.835 3.842 5.784
F -2.932 2.084 6.589
F -5.069 2.113 6.320
S -3.797 1.693 4.096
O -3.027 0.448 4.084
O -5.127 1.615 3.541
O -2.785 2.373 3.212
C -0.761 -2.839 -6.546
F -1.629 -3.517 -5.751
F -0.261 -3.619 -7.519
F -1.242 -1.786 -7.133
S 0.735 -2.378 -5.356
O 0.305 -1.635 -4.119
O 1.192 -3.705 -4.942
O 1.619 -1.567 -6.135
C -6.422 -0.857 -2.486
C -5.699 0.018 -3.392
C -4.570 0.612 -2.641
O -4.192 -0.492 -1.740
C -5.225 -1.525 -1.762
H -6.843 -1.702 -3.031
H -7.153 -0.324 -1.878
H -6.312 0.800 -3.840
H -5.298 -0.557 -4.226
H -4.746 1.520 -2.064
H -3.718 0.760 -3.304
H -5.612 -1.898 -0.813
H -4.813 -2.430 -2.209
```

Output
E_LUMO	-3.6	eV
highest occupied orbital energy	-5.2	eV
total charge	-2

***

Which structure loses on stability? (x) does.

***

(w)
Below is a single C2H6N4 molecule, with properties calculated with wB97M-V/def2-TZVPD.

Structure (XYZ):
```
12
Properties=species:S:1:pos:R:3
C 1.731 0.656 0.894
C -1.099 -1.496 -0.191
N 0.317 0.898 -0.896
N 1.500 0.811 -0.333
N -0.932 0.940 -0.311
N -1.421 -0.234 -0.001
H 0.951 0.635 1.579
H 2.873 0.672 1.079
H -1.677 -2.209 0.206
H -0.088 -1.763 -0.604
H 0.118 1.015 -1.854
H -2.273 0.076 0.432
```

Output
E_LUMO (alpha / beta)	0.9 / 0.9	eV
highest occupied orbital energy (alpha / beta)	-8.1 / -8.1	eV
total charge	0

***

(x)
Below is a molecular structure, C2H6N4, with properties calculated with wB97M-V/def2-TZVPD.

Structure (XYZ):
```
12
Properties=species:S:1:pos:R:3
C 0.413 0.603 -0.142
C -0.937 1.009 -0.043
H 2.522 0.535 0.823
H 2.576 -1.165 0.295
H 1.084 1.505 -0.080
H -0.969 2.037 -0.230
H -2.732 -1.629 -0.323
H -1.155 -1.380 -0.156
N 2.325 -0.333 -0.103
N 0.922 -0.515 -0.123
N -2.072 0.303 0.050
N -1.976 -0.970 0.033
```

Output
E_LUMO	0.4	eV
highest occupied orbital energy	-8.2	eV
total charge	0

***

Which structure loses on stability? (w) does.

***

(w)
Below is a single C2H5PS2 molecule, with properties calculated with wB97M-V/def2-TZVPD.

Structure (XYZ):
```
10
Properties=species:S:1:pos:R:3
C 0.550 -0.178 -0.347
C 0.126 0.145 1.055
S -1.434 -0.892 1.646
P -2.451 0.972 1.507
S -0.471 1.878 1.236
H -0.090 -0.673 -0.926
H 1.387 -0.822 -0.307
H 0.701 0.787 -0.741
H 0.781 -0.153 1.895
H -2.634 0.910 0.208
```

Output
E_LUMO	-0.1	eV
structure (SMILES)	CC1SPS1
highest occupied orbital energy	-8.8	eV
total charge	0

***

(x)
Below is 2 unconnected molecules or ions with the total composition C2H5PS2, with properties calculated with wB97M-V/def2-TZVPD.

Structure (XYZ):
```
10
Properties=species:S:1:pos:R:3
C 0.123 -0.672 1.064
C 0.382 0.677 1.059
P -0.433 0.150 -1.563
S -1.511 -1.475 -1.863
S 1.361 0.446 -2.146
H -0.801 -1.161 1.346
H -1.122 1.129 -0.877
H 0.731 -1.476 0.653
H 1.326 0.847 0.783
H -0.057 1.535 1.544
```

Output
E_LUMO	-0.9	eV
highest occupied orbital energy	-9.3	eV
total charge	0

***

Which structure loses on stability? (x) does.